{"formula": "C44H47BCl3MnN4O3", "method": "ωB97M-V with the def2-TZVPD basis set", "symbols": ["Mn", "Cl", "C", "C", "C", "C", "O", "C", "C", "N", "C", "C", "C", "C", "C", "C", "C", "C", "N", "C", "C", "H", "H", "H", "H", "H", "H", "H", "H", "H", "H", "Cl", "C", "Cl", "C", "O", "O", "H", "C", "C", "C", "C", "C", "C", "C", "C", "C", "C", "C", "C", "N", "B", "N", "C", "C", "C", "C", "C", "C", "C", "C", "C", "C", "C", "C", "C", "C", "H", "H", "H", "H", "H", "H", "H", "H", "H", "H", "H", "H", "H", "H", "H", "H", "H", "H", "H", "H", "H", "H", "H", "H", "H", "H", "H", "H", "H", "H", "H", "H", "H", "H", "H", "H"], "xyz": [[1.306, -0.081, -1.554], [2.885, 3.195, 5.248], [2.259, 2.284, 3.890], [1.064, 1.574, 4.057], [0.619, 0.849, 2.958], [1.277, 0.847, 1.750], [0.805, -0.006, 0.717], [2.472, 1.607, 1.540], [3.154, 1.767, 0.339], [2.764, 1.289, -0.898], [3.368, 1.759, -2.009], [3.995, 3.022, -2.109], [4.545, 3.452, -3.311], [4.552, 2.651, -4.443], [3.997, 1.356, -4.382], [4.004, 0.458, -5.471], [3.523, -0.820, -5.308], [2.996, -1.195, -4.081], [2.905, -0.361, -3.045], [3.402, 0.897, -3.170], [2.947, 2.294, 2.710], [0.528, 1.572, 4.996], [-0.277, 0.237, 3.061], [4.056, 2.366, 0.392], [3.977, 3.682, -1.250], [4.965, 4.451, -3.368], [4.982, 2.999, -5.376], [4.405, 0.791, -6.423], [3.548, -1.541, -6.116], [2.658, -2.212, -3.918], [3.868, 2.861, 2.631], [-3.202, 2.055, -4.512], [-2.597, 0.834, -3.374], [-3.623, -0.619, -3.438], [-1.122, 0.455, -3.695], [-0.843, 0.157, -4.839], [-0.373, 0.467, -2.650], [-2.680, 1.228, -2.372], [-4.319, -0.420, 3.850], [-2.821, -0.136, 3.687], [-2.115, -0.283, 5.040], [-2.576, 1.233, 3.068], [-2.867, 2.347, 3.845], [-2.601, 3.626, 3.392], [-2.033, 3.797, 2.145], [-1.739, 2.714, 1.319], [-1.157, 3.012, -0.044], [0.138, 3.834, 0.050], [-2.177, 3.774, -0.899], [-2.027, 1.422, 1.779], [-1.742, 0.250, 0.976], [-0.514, -0.453, 0.678], [-0.892, -1.772, 0.229], [-2.301, -1.790, 0.184], [-2.789, -0.618, 0.618], [-0.145, -2.942, -0.166], [-0.272, -3.433, -1.484], [0.450, -4.563, -1.858], [1.275, -5.218, -0.966], [1.350, -4.762, 0.336], [0.640, -3.645, 0.773], [0.836, -3.303, 2.248], [-0.446, -2.968, 3.018], [1.934, -2.230, 2.455], [-1.192, -2.827, -2.535], [-2.343, -3.790, -2.850], [-0.431, -2.493, -3.825], [-4.472, -1.412, 4.289], [-4.840, -0.392, 2.891], [-4.783, 0.322, 4.507], [-2.413, -0.895, 3.027], [-2.583, 0.344, 5.805], [-1.061, -0.003, 4.973], [-2.171, -1.323, 5.377], [-3.291, 2.207, 4.835], [-2.824, 4.487, 4.012], [-1.813, 4.800, 1.793], [-0.927, 2.077, -0.543], [-0.078, 4.867, 0.341], [0.636, 3.853, -0.926], [0.833, 3.410, 0.775], [-2.276, 4.803, -0.541], [-3.172, 3.319, -0.864], [-1.847, 3.808, -1.941], [-2.841, -2.668, -0.133], [-3.818, -0.306, 0.697], [0.346, -4.947, -2.866], [1.837, -6.092, -1.275], [1.972, -5.289, 1.051], [1.208, -4.228, 2.686], [-0.900, -2.045, 2.661], [-0.210, -2.839, 4.077], [-1.184, -3.770, 2.924], [1.512, -1.286, 2.790], [2.485, -2.035, 1.534], [2.656, -2.551, 3.209], [-1.611, -1.898, -2.156], [-1.953, -4.779, -3.110], [-2.921, -3.412, -3.693], [-3.022, -3.904, -2.002], [-0.116, -3.397, -4.351], [0.457, -1.906, -3.598], [-1.051, -1.902, -4.500]], "total_charge": -1, "multiplicity": 6, "s_squared": 9.083, "total_energy_ev": -128064.4158}